{"formula": "C16H29CdNO8S", "method": "wB97M-V/def2-TZVPD", "species": ["C", "H", "H", "H", "H", "H", "H", "O", "H", "C", "C", "H", "H", "H", "O", "H", "H", "C", "C", "S", "H", "H", "H", "H", "C", "C", "H", "H", "H", "H", "H", "H", "Cd", "O", "H", "O", "C", "C", "O", "H", "O", "O", "O", "C", "H", "C", "H", "C", "H", "C", "N", "H", "H", "C", "C", "C"], "positions_angstrom": [[-1.27713, -0.82036, 1.94982], [1.55164, -0.73370, 0.45342], [2.05782, 1.57334, 2.34221], [-1.43596, 3.60938, 0.96846], [-2.68480, -1.92612, 3.15213], [-0.42816, -2.81860, -0.64935], [-0.53758, -1.11700, 1.20505], [-3.10489, -0.26859, -1.32194], [3.16892, -2.43474, 0.02789], [0.46341, 1.90094, 0.96586], [-1.33592, 3.31592, -1.11395], [-3.26042, -1.73689, 1.49222], [0.75736, 0.50476, 2.63322], [0.96422, 1.97245, 0.00996], [-2.95116, 0.48359, 0.84927], [2.69277, -0.62501, 1.75851], [1.55445, -0.03034, -1.79674], [1.31130, 0.97172, 1.83735], [3.20611, 0.73044, 0.19508], [-2.29339, -3.60313, 0.06898], [2.91760, -0.29905, -2.99152], [-0.33637, 3.00820, -1.40224], [-0.75333, -0.79883, 2.89461], [-1.94506, 1.13912, 2.55591], [-2.39092, -1.86935, 2.11780], [-2.30872, 2.93412, -2.23153], [-0.71180, -3.15520, 1.78070], [4.19315, -3.19056, -1.15081], [2.47142, 1.31302, -2.54959], [-2.55745, 3.75899, -2.88318], [-2.06590, -4.05627, 2.36772], [-1.31189, 4.39396, -1.06252], [-0.15691, -1.51900, -2.21868], [-1.13306, 0.65849, -0.51340], [2.66453, -2.37601, -1.65699], [-0.93162, -3.60004, -0.91782], [-0.99202, 1.49771, 0.70094], [-1.79359, -3.21938, 1.74244], [-1.78058, 1.90863, -3.07432], [4.11931, 0.69006, 0.77301], [5.50276, -1.02841, -1.20906], [-3.13212, -2.61195, -0.50750], [-2.80934, -4.91272, 0.01471], [-2.45448, 0.24019, -0.43348], [0.50526, 2.89402, 1.37281], [2.14895, -0.03340, 1.03483], [2.97806, 1.77993, 0.07400], [-1.71261, 2.81224, 0.29746], [-0.90618, 1.68168, -2.75282], [2.59841, 0.31508, -2.14493], [3.58723, 0.23771, -1.14086], [-3.20381, 2.51443, -1.78729], [-2.79156, 2.74770, 0.34125], [-1.75601, 0.59060, 1.64088], [3.54449, -2.34990, -0.98312], [4.28554, -1.04388, -1.12490]], "nbo_charge": [-0.42, 0.16, 0.24, 0.24, 0.26, 0.40, 0.16, -0.51, 0.25, -0.44, -0.43, 0.27, 0.22, 0.21, -0.48, 0.24, 0.03, -0.40, -0.25, 2.31, 0.25, 0.18, 0.25, 0.24, -0.43, -0.07, 0.24, 0.30, 0.28, 0.21, 0.31, 0.25, 1.43, -0.62, 0.17, -0.87, 0.29, -0.65, -0.70, 0.26, -0.40, -0.90, -0.83, 0.97, 0.26, -0.41, 0.23, -0.45, 0.44, -0.39, -0.30, 0.17, 0.25, 0.04, -0.71, 0.66], "homo_ev": -15.75, "total_charge": 2, "fmax_ev_per_a": 3.7, "e_lumo_ev": -11.924}

---

{"formula": "C16H29Cl10Mg2O6", "method": "wB97M-V/def2-TZVPD", "species": ["C", "H", "Cl", "C", "C", "Cl", "H", "H", "C", "H", "H", "H", "H", "C", "H", "H", "H", "H", "H", "H", "H", "H", "C", "H", "H", "Cl", "H", "C", "C", "O", "C", "Cl", "Cl", "O", "Cl", "Mg", "H", "Cl", "H", "H", "C", "Cl", "Cl", "C", "H", "H", "H", "Mg", "C", "H", "C", "H", "H", "C", "C", "Cl", "C", "O", "H", "O", "O", "H", "O"], "positions_angstrom": [[-0.82691, -3.46230, -1.11026], [-3.50033, 2.16869, -0.36595], [-3.92489, -1.41269, -1.52401], [1.58590, -0.96720, -5.45709], [-0.25578, -0.35861, -0.48246], [-4.02825, 0.06434, 4.63688], [0.92715, -1.82652, -5.56253], [1.37236, 4.26964, 4.67370], [1.29711, 4.54090, 3.61885], [-5.13485, -2.84940, -0.12208], [-1.97925, 3.91518, -0.85382], [0.05117, -0.32651, -1.52755], [-1.00607, -3.23073, -0.06020], [-1.82047, 2.94804, -1.34348], [6.81113, 0.47456, 0.75143], [-1.32359, -2.72056, -1.73023], [-0.33868, -1.38933, -0.15603], [-3.55016, -4.67297, 0.18077], [-2.46828, -3.97861, -1.05524], [-4.82784, -3.59250, -1.68291], [-1.51232, 1.52999, 4.15567], [0.25276, 4.85066, 3.49580], [-3.20503, -3.75901, -0.28929], [1.92409, 5.40049, 3.41508], [-1.87651, -0.68918, 5.13258], [-4.34474, 3.13779, -2.36032], [1.52110, -0.83047, -3.32664], [1.63403, 3.40756, 2.75228], [-3.14196, 2.24748, -1.39478], [4.84441, 2.04785, 0.20488], [-4.37091, -3.02412, -0.87813], [-2.31795, 1.21728, 1.98578], [-1.61022, -5.05602, -1.38124], [3.72144, 1.09490, 1.80874], [3.26061, -1.57270, -5.42531], [2.22833, 0.41856, 2.97681], [5.83911, -0.53883, 1.77391], [-2.37316, -2.79151, 0.96762], [-2.46490, -1.30550, 3.53943], [6.51201, 0.92527, 2.47999], [1.22750, -0.24387, -4.19244], [-1.04425, 3.22086, -2.89308], [0.98782, -3.67927, -3.13114], [0.79615, 0.36306, 0.33594], [1.46971, -0.33166, -6.32955], [1.16620, -2.63688, -1.04157], [-1.21920, 0.14044, -0.39391], [2.91042, 2.45333, 0.31773], [6.09759, 0.50729, 1.56818], [-1.13274, 2.44982, -0.65611], [4.86230, 1.23115, 1.16196], [-0.61561, 0.32835, 3.16740], [-3.07798, 1.22694, -1.76605], [-2.36895, -0.44887, 4.19400], [0.64479, -3.52764, -1.38898], [1.95373, 1.38083, -4.06916], [-1.58657, 0.64807, 3.53077], [1.49934, 2.22141, 3.20803], [0.14341, -0.11554, -4.17272], [2.13500, 3.65343, 1.63049], [1.36700, 1.35754, -0.16965], [1.06983, -4.37899, -0.85844], [1.13483, -0.12372, 1.48763]], "nbo_charge": [-0.45, 0.23, -0.08, -0.39, -0.73, -0.04, 0.23, 0.24, -0.74, 0.22, 0.22, 0.24, 0.24, -0.42, 0.27, 0.23, 0.23, 0.23, 0.16, 0.24, 0.23, 0.26, -0.36, 0.25, 0.22, -0.04, 0.21, 0.86, -0.39, -0.77, -0.38, -0.08, 0.03, -0.99, -0.06, 1.87, 0.24, -0.07, 0.23, 0.26, -0.39, -0.03, -0.05, 0.87, 0.23, 0.22, 0.27, 1.83, -0.73, 0.22, 0.83, 0.20, 0.21, -0.40, -0.38, -0.07, -0.37, -0.93, 0.22, -0.85, -0.85, 0.23, -0.95], "homo_ev": -11.09, "relative_energy_kj_mol": 430.4, "total_charge": 1, "fmax_ev_per_a": 10.0, "e_lumo_ev": -5.068}

---

{"formula": "C16H29Cl2N2S", "method": "wB97M-V/def2-TZVPD", "species": ["H", "H", "H", "H", "C", "H", "H", "H", "C", "S", "H", "Cl", "C", "C", "H", "Cl", "H", "C", "H", "C", "H", "H", "H", "C", "C", "C", "N", "N", "C", "C", "H", "H", "C", "C", "C", "C", "H", "H", "H", "H", "H", "H", "C", "H", "H", "H", "H", "H", "H", "H"], "positions_angstrom": [[2.15092, -2.78573, 0.67767], [1.58854, 1.23619, 0.41251], [-1.63995, -0.13879, -0.66804], [-0.21675, 3.41218, -1.83298], [2.41339, 3.97613, -1.90581], [2.30133, -4.42566, 0.08904], [-1.45276, 2.82208, -0.02788], [-0.82816, 2.70746, 3.08560], [-0.28174, 2.37368, -2.14929], [0.87595, 2.11970, -3.51866], [-1.28665, 2.21503, -2.53869], [-2.56847, -2.16248, 1.08428], [-1.18655, 1.29236, 1.46074], [-3.57461, -2.97703, 2.32559], [-0.50333, -2.53168, -2.16462], [-3.65725, -5.35964, 1.00022], [2.30146, -1.05254, -0.61201], [2.01956, 1.25190, 2.97616], [-1.01436, 0.22639, 1.31576], [-0.01696, -2.39942, -1.19583], [1.01264, -4.02074, -1.70216], [-3.76286, -4.86551, 3.29371], [3.06265, 1.06680, 2.87123], [2.20275, 3.35336, -3.30188], [-0.08363, 1.42606, -0.92895], [-0.61155, 1.66766, 2.83688], [1.20360, -3.17290, -1.18294], [0.25901, -0.96943, -1.04570], [-0.75264, 0.08343, -1.26597], [0.83500, 1.43808, 2.91235], [2.19454, 1.47319, -1.17167], [0.77096, -3.89151, 0.80158], [1.38194, 0.98277, -0.63788], [1.61294, -3.58758, 0.17071], [-3.21798, -4.43439, 2.45588], [-0.64943, 2.16596, 0.31049], [-0.72172, -2.74807, -0.42930], [-1.08292, -0.04219, -2.30106], [-2.15283, -4.56903, 2.62727], [1.67769, 3.68528, -1.16214], [3.38733, 3.67781, -1.51263], [2.45218, 5.06042, -1.98390], [1.39915, -0.47616, -0.75489], [-3.39733, -2.46309, 3.26824], [-4.61371, -2.83945, 2.04005], [-1.07425, 1.03532, 3.59784], [0.14388, 2.82248, 0.67562], [2.08207, 4.13740, -4.04584], [3.11319, 2.82420, -3.58151], [-2.26375, 1.44850, 1.53315]], "nbo_charge": [0.19, 0.29, 0.24, 0.24, -0.63, 0.23, 0.22, 0.24, -0.54, 0.19, 0.24, -0.11, -0.40, -0.37, 0.22, -0.05, 0.25, -0.25, 0.20, -0.07, 0.39, 0.24, 0.24, -0.53, -0.03, -0.48, -0.62, -0.25, -0.24, -0.02, 0.28, 0.19, -0.53, -0.43, -0.40, -0.41, 0.22, 0.23, 0.22, 0.20, 0.22, 0.24, 0.30, 0.23, 0.24, 0.24, 0.22, 0.23, 0.23, 0.23], "homo_ev": -11.40, "relative_energy_kj_mol": 0.0, "total_charge": 1, "fmax_ev_per_a": 1.1, "e_lumo_ev": -3.058}